{"formula": "C29H37N9O2S2V", "method": "the ωB97M-V functional and the def2-TZVPD basis", "gap_ev": [6.8351, 7.5745], "fmax_ev_per_a": 2.28, "molar_mass_g_mol": 658.8, "spin_multiplicity": 2, "e_homo_ev": [-14.15, -14.19], "total_charge": 2, "lumo_ev": [-7.32, -6.62], "symbols": ["V", "C", "C", "C", "C", "C", "C", "C", "S", "O", "O", "N", "C", "C", "C", "C", "C", "C", "C", "C", "N", "C", "H", "H", "H", "H", "H", "H", "H", "H", "H", "H", "H", "H", "H", "C", "C", "C", "C", "N", "C", "S", "N", "C", "C", "C", "C", "H", "H", "H", "H", "H", "H", "H", "H", "H", "H", "H", "H", "H", "H", "H", "H", "H", "H", "H", "H", "N", "C", "C", "C", "N", "C", "N", "N", "N", "H", "H", "H", "H"], "positions_angstrom": [[0.0047, -0.3616, -0.3351], [-5.3174, -0.5912, -5.4061], [-4.6789, -0.1606, -4.1244], [-5.4441, 0.4136, -3.1057], [-4.8636, 0.8304, -1.9250], [-3.4927, 0.6598, -1.7575], [-2.7018, 0.0999, -2.7533], [-3.3015, -0.3038, -3.9300], [-2.8186, 1.1455, -0.2112], [-3.4777, 2.2644, 0.3473], [-3.1362, -0.0945, 0.7491], [-1.2192, 1.2368, -0.2692], [-0.6384, 2.3957, -0.8525], [-1.2806, 3.5081, -1.3489], [-0.5408, 4.5770, -1.8885], [0.8234, 4.5594, -1.9116], [1.5129, 3.4252, -1.4331], [2.9174, 3.3043, -1.4243], [3.4974, 2.1326, -1.0061], [2.6848, 1.0670, -0.6148], [1.3586, 1.1443, -0.5812], [0.7736, 2.3248, -0.9479], [-6.2835, -1.0617, -5.2290], [-4.6841, -1.2852, -5.9547], [-5.4963, 0.2780, -6.0432], [-6.5107, 0.5377, -3.2408], [-5.4500, 1.2785, -1.1322], [-1.6328, -0.0059, -2.6152], [-2.6974, -0.7326, -4.7191], [-2.3568, 3.5915, -1.3138], [-1.0769, 5.4337, -2.2734], [1.3842, 5.3962, -2.3064], [3.5215, 4.1406, -1.7541], [4.5703, 2.0097, -0.9886], [3.1229, 0.1181, -0.3381], [-2.7630, -1.8146, 3.7664], [-2.5588, -1.1046, 5.1058], [-1.1124, -0.6890, 5.3798], [-0.5806, 0.3656, 4.3997], [-0.0824, -0.2064, 3.1446], [1.1275, -0.6689, 2.8801], [1.4497, -1.2760, 1.2718], [2.1570, -0.6869, 3.7118], [2.2377, -0.7704, 5.1816], [2.3230, -2.2102, 5.7070], [3.5529, -3.0327, 5.2872], [3.5034, -3.7151, 3.9138], [-3.7547, -2.2641, 3.7301], [-2.0267, -2.6087, 3.6221], [-2.6962, -1.1157, 2.9263], [-2.8754, -1.7675, 5.9118], [-3.2014, -0.2219, 5.1513], [-0.4758, -1.5766, 5.3372], [-1.0453, -0.2823, 6.3909], [0.2188, 0.9603, 4.8414], [-1.3875, 1.0474, 4.1311], [-0.7458, -0.3298, 2.4011], [2.9949, -1.0405, 3.2768], [1.3863, -0.2674, 5.6265], [3.1361, -0.2274, 5.4753], [1.4064, -2.7492, 5.4475], [2.3409, -2.1226, 6.7952], [3.6566, -3.8278, 6.0256], [4.4516, -2.4141, 5.3705], [2.5267, -4.1707, 3.7391], [4.2522, -4.5058, 3.8804], [3.7238, -3.0505, 3.0773], [-1.3116, -1.2639, 0.0653], [-2.5958, -1.3240, 0.3557], [-3.3962, -2.4148, 0.2211], [-2.7277, -3.5907, -0.2286], [-2.0903, -4.4505, -0.6490], [-4.8066, -2.3529, 0.3714], [-5.9513, -2.2858, 0.4488], [2.2041, -2.2408, -1.4936], [0.8450, -1.8436, -1.7343], [2.5731, -2.7413, -2.2942], [2.2205, -2.8711, -0.7021], [0.2062, -2.6363, -1.7899], [0.8403, -1.3984, -2.6475]], "forces_ev_per_angstrom": [[1.27, -1.81, 0.54], [-0.04, 0.00, -0.08], [0.06, 0.01, 0.10], [0.00, 0.01, 0.00], [-0.09, 0.04, 0.18], [0.30, 0.17, 0.33], [0.04, -0.02, -0.02], [-0.01, 0.01, -0.01], [0.32, 0.07, -0.50], [-0.14, 0.02, 0.14], [0.13, 0.00, -0.04], [-0.91, 0.03, -0.19], [0.09, 0.84, -0.39], [0.03, -0.33, 0.25], [0.11, 0.17, -0.06], [-0.08, 0.10, -0.02], [-0.04, -0.28, 0.13], [-0.02, -0.07, 0.00], [-0.03, 0.09, -0.02], [0.09, -0.09, -0.06], [0.42, 1.03, -0.44], [-0.23, 0.39, -0.15], [0.01, -0.01, 0.03], [-0.01, 0.00, -0.01], [0.02, 0.00, 0.00], [0.00, -0.01, -0.01], [-0.07, -0.02, -0.07], [0.01, 0.01, -0.05], [0.00, -0.01, 0.01], [-0.02, 0.03, 0.01], [0.00, -0.01, 0.02], [0.01, 0.00, 0.02], [0.02, -0.02, -0.01], [0.00, -0.01, -0.01], [-0.04, -0.02, 0.02], [-0.01, 0.08, 0.14], [0.12, -0.05, -0.07], [-0.17, 0.05, -0.16], [-0.08, -0.09, 0.19], [0.17, 0.04, 0.28], [-0.24, 0.20, -0.34], [0.53, -0.23, 0.34], [0.12, -0.31, 0.09], [-0.08, -0.25, 0.32], [0.11, 0.10, -0.22], [-0.16, 0.00, -0.08], [-0.01, 0.10, 0.17], [-0.02, 0.00, -0.08], [0.00, -0.02, -0.03], [0.00, -0.04, 0.12], [-0.03, 0.01, -0.01], [-0.03, -0.02, 0.06], [0.04, 0.04, 0.08], [0.03, 0.00, 0.00], [-0.15, 0.08, -0.14], [0.05, 0.08, -0.04], [-0.14, -0.08, -0.04], [0.08, 0.01, -0.15], [0.19, -0.06, 0.01], [-0.02, 0.08, -0.06], [0.03, -0.03, 0.00], [-0.09, 0.04, 0.01], [0.07, 0.05, 0.07], [0.02, -0.04, 0.05], [0.01, -0.02, -0.02], [-0.03, -0.01, -0.06], [-0.04, 0.10, -0.05], [-0.65, -0.54, -0.03], [-1.07, -0.33, -0.04], [0.36, 0.52, 0.02], [0.11, -0.26, -0.13], [-0.05, 0.07, 0.07], [-0.28, -0.02, 0.04], [0.09, 0.04, 0.03], [0.30, 0.15, -0.04], [-0.08, 0.46, 0.15], [-0.09, -0.12, -0.07], [-0.05, -0.02, 0.09], [-0.03, -0.08, 0.00], [0.01, -0.02, -0.11]], "mulliken_charge": [-0.062, -1.530, 0.822, -0.848, -0.730, 0.963, -0.181, -1.026, 0.714, -0.631, -0.542, 0.162, 0.558, -0.740, -1.131, -0.909, 0.431, -0.515, -1.129, 0.175, 0.496, 0.626, 0.410, 0.383, 0.323, 0.464, 0.532, 0.231, 0.412, 0.502, 0.433, 0.456, 0.489, 0.444, 0.533, -0.409, -1.087, 0.103, -1.439, 0.305, 1.034, -0.465, -0.189, -0.795, -0.307, -0.760, -0.947, 0.510, 0.342, -0.367, 0.388, 0.394, -0.009, 0.380, 0.595, 0.499, -0.398, 0.310, 0.274, 0.434, 0.109, 0.442, 0.377, 0.291, 0.248, 0.397, 0.230, 0.911, 1.389, 0.073, -0.419, -0.492, -0.154, -0.474, -0.645, -0.426, 0.294, 0.210, 0.326, 0.331]}

***

{"formula": "C29H38FO5", "method": "the ωB97M-V functional and the def2-TZVPD basis", "gap_ev": 4.7690, "fmax_ev_per_a": 3.56, "molar_mass_g_mol": 485.6, "e_homo_ev": -3.18, "total_charge": -1, "lumo_ev": 1.59, "symbols": ["C", "C", "O", "C", "C", "C", "C", "O", "O", "C", "C", "O", "H", "H", "H", "H", "H", "H", "H", "H", "H", "H", "H", "H", "H", "C", "C", "C", "C", "C", "C", "C", "C", "C", "C", "C", "F", "C", "C", "C", "C", "C", "C", "C", "C", "C", "C", "O", "H", "H", "H", "H", "H", "H", "H", "H", "H", "H", "H", "H", "H", "H", "H", "H", "H", "H", "H", "H", "H", "H", "H", "H", "H"], "positions_angstrom": [[-4.4735, -2.1150, 4.0026], [-3.0709, -2.5294, 3.6304], [-2.3084, -1.3477, 3.3518], [-1.0605, -1.5878, 2.8826], [-0.2966, -0.3297, 2.8977], [-0.9601, 0.8609, 3.3946], [1.1599, -0.4540, 2.9184], [1.9528, 0.4447, 2.6231], [1.5728, -1.6820, 3.2928], [2.9618, -1.8109, 3.6683], [3.2673, -3.2867, 3.6833], [-0.6979, -2.6960, 2.5177], [-5.0795, -3.0116, 4.1385], [-4.4876, -1.5348, 4.9325], [-4.9431, -1.5203, 3.2126], [-2.5936, -3.0555, 4.4677], [-3.0689, -3.1821, 2.7512], [-0.2613, 1.7022, 3.3751], [-1.8143, 1.0885, 2.7530], [-1.3406, 0.7347, 4.4181], [3.6197, -1.2904, 2.9633], [3.1062, -1.3857, 4.6708], [4.2811, -3.4588, 4.0587], [2.5545, -3.8333, 4.3107], [3.2154, -3.7053, 2.6723], [-2.2389, -1.5102, -4.4803], [-1.9253, -1.8121, -3.0107], [-3.2568, -1.9144, -2.2733], [-1.2027, -3.1573, -2.8861], [-1.0250, -0.7222, -2.4024], [-1.3415, -0.0750, -1.2472], [-0.5318, 0.9750, -0.6954], [-0.9706, 1.6730, 0.4288], [-0.3119, 2.8267, 0.9550], [1.0750, 2.8538, 1.2475], [1.6586, 4.0610, 1.6078], [3.0118, 4.0995, 1.8617], [0.9346, 5.2486, 1.7105], [-0.4491, 5.1978, 1.4947], [-1.0683, 4.0078, 1.1579], [0.6586, 1.3436, -1.4043], [1.0697, 0.7114, -2.5433], [2.3983, 1.0759, -3.2395], [3.3538, -0.1142, -3.1027], [3.0576, 2.2916, -2.5922], [2.1664, 1.4036, -4.7169], [0.2555, -0.4010, -3.0653], [0.6466, -1.0755, -4.0461], [-1.3231, -1.4589, -5.0714], [-2.8718, -2.3071, -4.8844], [-2.7751, -0.5578, -4.5727], [-3.1012, -2.1867, -1.2256], [-3.8126, -0.9719, -2.3278], [-3.8692, -2.6977, -2.7336], [-0.9917, -3.3406, -1.8248], [-1.8357, -3.9638, -3.2742], [-0.2647, -3.1161, -3.4475], [-2.2589, -0.3223, -0.7037], [-2.0058, 1.5105, 0.7462], [1.6613, 1.9350, 1.2411], [1.4407, 6.1825, 1.9416], [-1.0597, 6.0972, 1.5976], [-2.1421, 3.9444, 0.9659], [1.2235, 2.2005, -1.0331], [2.9226, -0.9900, -3.5953], [4.3288, 0.1166, -3.5470], [3.4938, -0.3314, -2.0370], [2.4169, 3.1755, -2.6810], [3.2753, 2.1033, -1.5368], [4.0072, 2.5057, -3.0946], [1.4957, 2.2646, -4.8160], [3.1215, 1.6534, -5.1908], [1.7250, 0.5539, -5.2411]], "forces_ev_per_angstrom": [[-0.16, 0.11, 0.05], [0.21, 0.33, -0.19], [-1.67, -0.74, 0.43], [2.38, 1.87, -0.17], [1.22, -3.32, -0.36], [-0.32, 1.26, 0.24], [-2.02, 0.79, -0.73], [0.43, -0.17, 0.62], [1.62, -0.33, 0.45], [-0.49, 0.01, -0.37], [0.07, -0.40, -0.10], [-0.63, -0.36, 0.01], [-0.08, -0.02, 0.11], [0.00, -0.07, -0.18], [0.14, -0.02, 0.07], [-0.05, -0.08, -0.23], [0.06, 0.02, 0.19], [-0.20, 0.03, 0.09], [-0.24, 0.42, 0.35], [-0.04, 0.16, 0.00], [-0.25, 0.07, 0.14], [-0.06, 0.11, -0.18], [-0.07, 0.01, 0.04], [0.13, 0.12, -0.08], [-0.08, 0.08, 0.15], [0.15, 0.10, -0.16], [0.16, 0.19, 0.09], [-0.04, -0.01, 0.14], [0.16, 0.04, 0.06], [-0.53, 0.26, 0.58], [-0.41, -0.52, -0.63], [-0.60, 0.90, 1.59], [-0.28, -1.42, -2.40], [1.12, 1.75, 1.03], [-0.35, 0.21, -0.24], [0.07, 0.18, 0.04], [-1.02, -0.03, -0.20], [-0.06, -0.34, -0.11], [0.13, 0.16, 0.15], [0.18, -0.87, -0.37], [0.82, -0.03, -0.95], [0.11, 0.61, 0.84], [-0.35, -0.02, 0.03], [-0.11, -0.21, 0.10], [-0.03, 0.01, 0.11], [-0.13, -0.07, -0.18], [0.54, -0.94, -1.05], [-0.43, 0.82, 1.04], [-0.16, 0.01, 0.05], [-0.01, 0.07, 0.02], [0.04, -0.12, -0.01], [-0.12, 0.03, -0.04], [0.02, -0.10, 0.08], [0.09, 0.09, 0.03], [0.03, -0.14, -0.22], [0.09, 0.05, 0.04], [-0.17, -0.18, 0.16], [0.37, 0.08, -0.18], [0.44, -0.25, 0.08], [-0.15, 0.22, 0.06], [-0.08, -0.21, 0.05], [0.29, -0.19, -0.02], [0.29, 0.23, 0.14], [-0.22, -0.42, -0.12], [0.20, 0.10, 0.11], [-0.11, 0.00, 0.02], [0.08, -0.07, -0.17], [0.11, -0.03, 0.10], [0.01, 0.12, -0.06], [-0.12, -0.04, 0.02], [0.08, -0.06, -0.02], [-0.06, 0.01, 0.01], [0.07, 0.14, 0.05]], "mulliken_charge": [-1.215, -0.230, -0.196, 0.013, 1.224, -1.516, 0.039, -0.813, -0.119, -0.234, -1.194, -0.730, 0.401, 0.299, 0.285, 0.283, 0.268, 0.388, 0.116, 0.503, 0.271, 0.257, 0.400, 0.283, 0.279, -1.774, 2.240, -2.034, -1.647, -0.437, -0.499, -0.268, -0.277, 0.269, -0.113, 0.170, -0.344, -0.619, -0.637, -1.036, -0.052, -0.866, 2.263, -1.648, -2.092, -1.828, 1.531, -0.801, 0.344, 0.458, 0.344, 0.401, 0.381, 0.432, 0.320, 0.459, 0.353, 0.333, 0.488, 0.870, 0.429, 0.374, 0.410, 0.531, 0.361, 0.456, 0.320, 0.393, 0.381, 0.453, 0.355, 0.460, 0.339]}

***

{"formula": "C29H38FO5PPd", "method": "the ωB97M-V functional and the def2-TZVPD basis", "gap_ev": 1.5478, "fmax_ev_per_a": 8.87, "molar_mass_g_mol": 623.0, "e_homo_ev": -12.86, "total_charge": 2, "lumo_ev": -11.31, "symbols": ["C", "C", "C", "C", "C", "C", "C", "C", "C", "C", "C", "C", "P", "O", "O", "C", "O", "C", "C", "F", "C", "C", "C", "C", "C", "C", "C", "C", "C", "C", "O", "C", "C", "C", "C", "O", "H", "H", "H", "H", "H", "H", "H", "H", "H", "H", "H", "H", "H", "H", "H", "H", "H", "H", "H", "H", "H", "H", "H", "H", "H", "H", "H", "H", "H", "H", "H", "H", "H", "H", "H", "H", "H", "H", "Pd"], "positions_angstrom": [[-1.5811, 4.8562, 4.4873], [-2.1613, 6.1985, 3.6787], [-1.1934, 6.6082, 2.3805], [-1.7874, 5.9158, 0.9785], [-1.1730, 6.7982, -0.2579], [-1.2921, 6.1055, -1.7388], [-1.2159, 4.4639, -1.7416], [-2.4663, 3.5724, -2.3956], [-2.4820, 1.9118, -2.4005], [-1.1969, 1.1572, -1.7151], [0.0497, 2.0588, -1.0581], [0.0932, 3.7013, -1.0492], [1.5883, 4.6497, -0.2619], [2.8988, 4.4021, -1.3855], [1.9552, 3.8981, 1.3056], [1.2803, 1.2163, -0.3431], [2.5822, 1.4887, -0.4603], [0.8027, -0.1075, 0.5528], [1.5181, -0.4321, 1.9917], [2.5937, 0.3770, 2.6150], [1.0348, -1.7836, 2.7997], [-0.1380, -2.6971, 2.0955], [-0.5776, -4.0751, 2.8782], [-0.1473, -5.3882, 1.9363], [1.4589, -5.7000, 1.9397], [2.3767, -4.7057, 1.0202], [1.8051, -4.4081, -0.4852], [2.4787, -5.4331, -1.6226], [1.6181, -5.2277, -3.0052], [1.2525, -6.6965, -3.6353], [-0.1917, -6.9780, -3.5481], [-0.9589, -6.1996, -4.5401], [-0.8933, -2.3639, 0.6728], [-0.4122, -1.0181, -0.1312], [-1.0577, -0.5046, -1.5851], [-1.4348, -1.3618, -2.5370], [-2.3092, 3.9434, 4.2390], [-0.4798, 4.5836, 4.1666], [-1.6938, 5.1080, 5.6315], [-3.2148, 5.9331, 3.2235], [-2.2174, 7.0802, 4.4539], [-1.0880, 7.7696, 2.2780], [-0.1001, 6.1926, 2.6207], [-1.4256, 4.7966, 1.0184], [-2.9534, 6.0442, 0.9643], [-1.7467, 7.8398, -0.2765], [-0.0240, 7.0552, -0.0984], [-0.4127, 6.5012, -2.4411], [-2.3002, 6.4212, -2.2901], [-3.4320, 4.0850, -2.8654], [-3.3416, 1.2600, -2.8532], [2.5149, 4.1382, -2.2723], [2.9422, 3.9642, 1.4755], [1.5134, -2.1203, 3.8233], [-1.7709, -4.0718, 2.8936], [-0.1834, -4.1526, 3.9772], [-0.6470, -5.3200, 0.8807], [-0.6662, -6.3159, 2.4798], [1.8250, -5.5541, 3.0660], [1.7158, -6.8368, 1.6891], [2.6324, -3.6679, 1.5054], [3.4260, -5.2564, 0.8747], [2.2158, -3.3289, -0.7888], [0.6410, -4.3416, -0.5779], [3.5554, -4.9746, -1.8307], [2.5040, -6.5276, -1.2098], [0.6298, -4.6076, -2.8557], [2.2663, -4.6279, -3.7900], [1.9045, -7.5470, -3.1607], [1.5299, -6.6514, -4.7883], [-1.5062, -6.8579, -5.3513], [-0.2671, -5.4445, -5.1387], [-1.7729, -5.5483, -3.9941], [-1.7443, -3.0762, 0.2524], [-1.5450, 9.8144, -0.3658]], "forces_ev_per_angstrom": [[-1.21, 0.27, -0.31], [0.68, -0.41, -0.46], [-0.13, -0.65, 0.63], [0.95, 1.54, 1.04], [1.16, -1.29, -0.09], [-0.35, -0.33, -1.28], [0.37, -2.65, 0.53], [2.12, -2.49, 1.43], [4.08, 1.97, 2.00], [-0.51, 2.55, -0.26], [-1.38, 0.98, -0.29], [-3.80, -3.52, -1.95], [1.20, -0.75, 0.11], [-2.94, -0.26, 1.04], [0.58, 0.91, -3.24], [4.71, 0.03, -0.14], [-8.41, -1.40, 0.70], [-0.24, -0.06, 0.37], [-1.49, -2.80, 0.58], [-3.95, -2.63, -2.62], [-0.88, 2.17, -4.04], [0.43, 0.97, -0.32], [-0.61, 0.81, -1.46], [-0.19, -1.24, 0.93], [0.47, 0.56, 0.78], [0.44, -0.59, -0.83], [1.32, 0.53, -0.38], [-0.63, 2.03, 0.32], [0.49, -0.39, -0.27], [0.21, 0.53, -1.50], [1.02, 1.05, -1.27], [-0.29, 1.14, -0.69], [2.99, 3.36, 0.27], [0.63, -2.06, 3.20], [-1.32, -2.91, -3.14], [2.31, 5.71, 6.38], [1.79, 1.89, 0.63], [-2.24, 0.63, 0.85], [0.56, -0.83, -2.30], [1.96, 0.78, 1.22], [-0.04, -1.70, -1.78], [-0.40, -2.08, 0.07], [-2.32, 0.90, -0.77], [-0.99, 2.22, -0.48], [2.24, -0.60, 0.01], [0.59, -1.07, -0.14], [-2.41, -0.55, -0.04], [-1.88, -0.88, 1.56], [2.14, -0.84, 1.30], [2.51, -0.96, 1.14], [1.80, 1.55, 0.93], [0.66, 0.20, 1.28], [-1.34, -0.17, -0.31], [-1.07, 0.87, -2.38], [2.55, 0.05, 0.03], [-0.54, 0.32, -2.29], [1.13, 0.01, 1.98], [1.04, 2.07, -1.17], [-0.78, -0.41, -2.34], [-0.91, 2.52, 0.32], [-0.71, -1.96, -0.53], [-2.18, 1.30, 0.41], [-1.02, -2.16, 0.60], [2.15, -0.38, 0.29], [-2.12, -1.50, 0.64], [-0.01, 2.09, -0.99], [1.90, -1.36, -0.11], [-1.28, -1.26, 1.64], [-1.72, 1.58, -0.70], [-0.47, -0.22, 2.28], [1.22, 0.92, 1.87], [-1.32, -1.60, 1.30], [1.57, -1.40, -0.92], [2.08, 1.75, 1.02], [0.00, -0.43, 0.07]], "mulliken_charge": [-0.768, -0.424, -0.464, -0.326, -0.044, -0.731, 0.446, -0.683, -0.674, 0.245, 0.526, -0.133, 0.677, -0.459, -0.455, 0.099, -0.462, 0.254, 0.213, -0.251, -0.642, 0.701, -0.825, -0.528, -0.654, -0.517, -0.132, -0.619, -0.162, -0.576, -0.355, -0.582, -0.592, 0.541, 0.193, -0.480, 0.208, 0.184, 0.292, 0.247, 0.331, 0.220, 0.139, 0.092, 0.430, -0.245, 0.523, 0.301, 0.380, 0.284, 0.388, 0.358, 0.334, 0.352, 0.324, 0.379, 0.313, 0.339, 0.264, 0.345, 0.237, 0.395, 0.081, 0.028, 0.265, 0.368, 0.142, 0.329, 0.363, 0.300, 0.258, 0.280, 0.203, 0.357, 0.255]}